# C2H10NO3

A cluster of 3 separate species, C2H10NO3 in total at a distorted geometry (ωB97M-V/def2-TZVPD, the OMol25 dataset).

Calculated values
Orbital gap (Ha): 0.415
Net charge: +1
E_tot (Eh): -362.42646
Relative energy (zero: lowest compared OMol25 entry of this formula, charge and spin) (kJ/mol): 48.3

```
16
C2H10NO3 | the OMol25 dataset | ωB97M-V/def2-TZVPD
O 1.872 0.242 1.160
C 1.098 -0.530 1.680
C 0.024 -1.136 0.856
N 0.044 -0.680 -0.566
H 1.069 -0.618 2.776
H -0.001 -2.238 0.832
H -0.900 -0.750 1.327
H -0.946 -0.658 -0.851
H 0.370 0.355 -0.648
H 0.436 -1.326 -1.247
H 1.707 2.103 -0.925
H 0.191 2.413 -0.809
O 0.830 1.768 -1.149
H -3.649 -0.076 -1.799
H -3.215 0.492 -0.491
O -2.947 -0.154 -1.160
```

Mulliken atomic charge list, values in e, 4 entries:
1. O -0.428
2. C 0.073
3. C -0.424
4. N -0.188